[1]
Entry from the OMol25 dataset: a 11-piece molecular cluster, C32H73N11O10 overall (ωB97M-V/def2-TZVPD).

```
126
Properties=species:S:1:pos:R:3
C -5.23 1.15 -5.00
N -4.32 0.13 -4.58
C -2.96 0.12 -5.14
C -4.58 -0.60 -3.41
O -3.84 -1.32 -2.83
H -5.06 2.09 -4.53
H -6.28 0.87 -4.78
H -5.27 1.31 -6.07
H -2.37 -0.63 -4.59
H -3.02 -0.12 -6.23
H -2.46 1.08 -5.03
H -5.56 -0.33 -3.06
C 4.34 4.09 -2.32
N 3.88 2.86 -1.70
C 3.70 1.69 -2.53
C 3.69 2.78 -0.39
O 3.79 3.75 0.39
H 5.20 3.83 -2.97
H 4.49 4.87 -1.55
H 3.51 4.46 -2.96
H 3.17 0.89 -2.06
H 3.14 1.99 -3.40
H 4.59 1.19 -2.83
H 3.42 1.80 0.04
C -1.45 -1.02 -0.30
N -0.21 -1.46 -0.90
C -0.26 -2.63 -1.77
C 0.89 -0.59 -1.02
O 0.92 0.51 -0.55
H -1.79 -1.67 0.46
H -2.24 -1.00 -1.05
H -1.34 0.03 0.07
H 0.68 -2.72 -2.32
H -0.45 -3.52 -1.19
H -1.18 -2.44 -2.39
H 1.75 -0.91 -1.60
C 0.13 2.64 -5.53
N 0.17 1.62 -4.49
C -0.25 2.07 -3.12
C 0.39 0.33 -4.78
O 0.45 -0.63 -4.05
H -0.81 3.20 -5.46
H 0.27 2.22 -6.48
H 0.92 3.38 -5.30
H 0.55 1.90 -2.40
H -0.45 3.13 -3.13
H -1.08 1.51 -2.75
H 0.47 0.17 -5.89
C 0.84 5.43 1.10
N 0.39 5.02 -0.25
C -0.96 4.56 -0.44
C 1.27 5.30 -1.24
O 1.00 5.14 -2.44
H 0.74 4.55 1.72
H 0.16 6.25 1.48
H 1.88 5.75 1.07
H -1.26 3.61 0.08
H -1.64 5.31 -0.04
H -1.17 4.42 -1.48
H 2.29 5.59 -0.91
C 2.64 -3.56 0.84
N 3.34 -4.65 0.17
C 2.66 -5.56 -0.80
C 4.66 -4.86 0.36
O 5.35 -5.67 -0.19
H 2.51 -2.67 0.27
H 3.19 -3.31 1.73
H 1.59 -3.82 1.07
H 3.39 -6.10 -1.33
H 1.95 -6.14 -0.23
H 2.21 -4.85 -1.51
H 5.07 -4.22 1.14
C -3.18 -4.69 -0.59
N -3.66 -3.73 0.38
C -3.21 -4.00 1.76
C -4.29 -2.62 -0.07
O -4.72 -1.80 0.77
H -2.12 -4.55 -0.87
H -3.71 -4.62 -1.56
H -3.29 -5.71 -0.20
H -2.13 -4.15 1.82
H -3.50 -3.16 2.40
H -3.75 -4.86 2.19
H -4.46 -2.62 -1.19
C 0.60 -3.74 6.17
N 0.20 -2.90 5.04
C -0.27 -1.58 5.34
C 0.29 -3.40 3.74
O 0.03 -2.67 2.74
H 1.46 -3.38 6.69
H 0.66 -4.77 5.83
H -0.26 -3.80 6.88
H 0.42 -1.00 5.95
H -0.45 -1.05 4.42
H -1.18 -1.73 5.94
H 0.64 -4.42 3.69
C 0.45 1.30 2.66
N -0.67 1.54 3.57
C -2.06 1.39 3.04
C -0.45 2.29 4.70
O 0.62 2.72 5.06
H 0.24 0.41 2.03
H 1.30 1.27 3.31
H 0.62 2.15 2.03
H -2.76 1.99 3.63
H -2.11 1.68 2.03
H -2.36 0.37 2.98
H -1.38 2.48 5.26
C 3.39 -0.39 2.23
N 3.87 0.53 3.28
C 3.80 2.00 3.01
C 4.15 0.12 4.53
O 4.28 -1.06 4.85
H 3.03 -1.32 2.67
H 4.27 -0.69 1.68
H 2.62 0.02 1.64
H 4.75 2.47 2.99
H 3.33 2.30 2.09
H 3.32 2.44 3.87
H 4.26 0.94 5.22
C -5.46 0.93 -0.01
C -4.47 1.27 -1.08
N -3.75 1.60 -1.92
H -6.38 1.39 -0.42
H -5.19 1.39 0.97
H -5.57 -0.17 0.13
```

## Properties
max |F| = 0.082 Eh/bohr
SMILES = CN(C)C=O.CN(C)C=O.CN(C)C=O.CN(C)C=O.CN(C)C=O.CN(C)C=O.CN(C)C=O.CN(C)C=O.CN(C)C=O.CN(C)C=O.CC#N
molecular weight = 772.00 g/mol
HOMO energy = -0.324 Ha
frontier orbital gap = 0.341 hartree
LUMO = 0.46 eV

[2]
Entry from the OMol25 dataset: a 11-piece molecular cluster, C32H74Br2N10O10 overall (ωB97M-V/def2-TZVPD).

```
128
Properties=species:S:1:pos:R:3
C -4.79 -0.75 3.24
N -3.71 -0.01 2.64
C -3.65 1.28 2.80
C -2.42 1.96 2.27
O -4.48 1.92 3.42
H -4.75 -1.81 2.95
H -5.74 -0.27 3.01
H -4.69 -0.70 4.32
H -3.10 -0.59 2.09
H -1.69 1.95 3.08
H -2.61 2.99 1.94
H -1.94 1.43 1.44
C 1.20 3.54 1.86
N 0.36 4.53 1.21
C 0.92 5.70 0.82
C 0.03 6.52 -0.25
O 2.01 6.03 1.19
H 2.16 3.45 1.31
H 0.62 2.63 1.83
H 1.50 3.81 2.89
H -0.53 4.16 0.91
H -0.88 6.04 -0.61
H 0.74 6.68 -1.06
H -0.17 7.50 0.20
C -0.26 0.84 6.40
N 0.31 0.78 5.02
C 0.12 -0.23 4.18
C -0.96 -1.32 4.52
O 0.78 -0.36 3.18
H -1.35 0.80 6.39
H -0.06 1.83 6.82
H 0.31 0.11 7.01
H 0.98 1.47 4.74
H -0.88 -2.18 3.86
H -1.90 -0.75 4.45
H -0.81 -1.52 5.58
C 1.23 -3.73 1.76
N 2.16 -2.74 2.33
C 3.47 -2.90 2.74
C 4.00 -4.31 2.52
O 4.17 -2.01 3.19
H 0.36 -3.18 1.43
H 0.89 -4.52 2.44
H 1.62 -4.23 0.87
H 1.69 -1.89 2.65
H 3.90 -4.58 1.47
H 3.46 -5.03 3.14
H 5.03 -4.30 2.85
C -2.35 2.76 -4.05
N -1.84 3.33 -2.77
C -2.41 3.13 -1.56
C -3.67 2.27 -1.49
O -1.95 3.58 -0.57
H -3.36 3.09 -4.33
H -2.31 1.68 -4.10
H -1.67 3.09 -4.84
H -0.98 3.86 -2.77
H -4.48 2.81 -1.98
H -3.96 2.13 -0.44
H -3.52 1.33 -2.00
C 2.91 5.81 -4.27
N 2.98 4.68 -3.41
C 1.90 4.05 -2.95
C 2.18 2.88 -1.96
O 0.76 4.37 -3.16
H 2.00 5.72 -4.85
H 3.77 5.77 -4.96
H 2.94 6.77 -3.78
H 3.88 4.45 -3.07
H 3.02 2.23 -2.16
H 1.28 2.30 -1.94
H 2.26 3.29 -0.95
C -1.46 -5.52 -0.40
N -1.71 -5.88 -1.82
C -0.92 -5.52 -2.83
C -1.16 -6.19 -4.20
O 0.04 -4.71 -2.69
H -2.41 -5.25 0.07
H -0.74 -4.72 -0.32
H -1.06 -6.41 0.11
H -2.42 -6.56 -1.93
H -0.67 -5.52 -4.91
H -2.22 -6.24 -4.39
H -0.64 -7.16 -4.18
C 0.54 0.05 -0.29
N -0.50 -0.66 0.44
C -1.48 -1.43 -0.07
C -1.40 -1.74 -1.57
O -2.36 -1.89 0.66
H 0.20 1.02 -0.63
H 0.84 -0.45 -1.21
H 1.41 0.19 0.38
H -0.56 -0.46 1.44
H -0.45 -2.27 -1.74
H -1.35 -0.86 -2.23
H -2.21 -2.40 -1.85
C 1.56 -1.87 -5.01
N 1.81 -2.67 -3.80
C 2.56 -2.15 -2.80
C 2.81 -3.06 -1.58
O 3.03 -1.04 -2.95
H 2.59 -1.76 -5.41
H 1.06 -0.89 -4.86
H 1.01 -2.45 -5.77
H 1.33 -3.56 -3.70
H 2.16 -3.94 -1.48
H 2.73 -2.47 -0.66
H 3.86 -3.37 -1.59
C 4.59 -0.02 0.08
N 4.16 0.35 1.44
C 4.28 1.63 1.92
C 4.17 1.71 3.40
O 4.50 2.60 1.24
H 4.85 0.86 -0.48
H 3.88 -0.60 -0.48
H 5.50 -0.64 0.18
H 4.10 -0.42 2.08
H 5.17 1.78 3.77
H 3.67 0.85 3.85
H 3.67 2.64 3.61
Br -4.54 -1.18 -3.29
C -5.24 -0.78 -1.56
C -6.32 -1.78 -1.33
Br -7.24 -1.33 0.33
H -5.60 0.25 -1.52
H -4.40 -0.90 -0.87
H -5.93 -2.77 -1.17
H -7.13 -1.81 -2.06
```

## Properties
max |F| = 0.074 Eh/bohr
SMILES = CNC(C)=O.CNC(C)=O.CNC(C)=O.CNC(C)=O.CNC(C)=O.CNC(C)=O.CNC(C)=O.CNC(C)=O.CNC(C)=O.CNC(C)=O.BrCCBr
molecular weight = 918.81 g/mol
HOMO energy = -0.320 Ha
energy above the lowest of the compared OMol25 structures with the same formula, charge and spin = 0.0 kJ/mol
frontier orbital gap = 0.322 hartree
LUMO = 0.04 eV

- Which of these has the lowest LUMO?
  C32H74Br2N10O10

- What is the molecular weight in the first record?
  772.00 g/mol

- The highest LUMO belongs to which entry?
  C32H73N11O10

- The highest LUMO belongs to which entry?
  C32H73N11O10